[1]
Density functional theory data (ωB97M-V with the def2-TZVPD basis set) for a cluster of 8 separate species, H16O8 in total.

Geometry as XYZ:
```
24
Properties=species:S:1:pos:R:3:forces:R:3:mulliken_charge:R:1
O -17.0230 0.7130 20.0020 -0.2 -0.3 0.1 -0.648
O -13.4970 -3.8070 18.6890 -0.8 -1.1 -1.2 -0.565
O -18.1100 -1.3210 18.4060 0.2 -1.0 -1.1 -0.634
O -14.5180 -1.3460 20.8400 -1.8 0.3 -1.1 -0.572
O -14.8480 -0.1690 18.2430 0.0 0.1 -0.5 -0.632
O -16.2280 -3.0820 19.5510 -0.5 1.0 -0.4 -0.644
O -15.2210 -6.1090 17.4000 0.1 -0.8 -1.8 -0.638
O -14.7670 -5.6250 20.1380 1.4 1.2 0.1 -0.745
H -13.9050 -3.4940 17.8630 0.2 -0.2 0.5 0.301
H -14.5030 -0.6910 18.9650 0.2 -0.5 0.2 0.347
H -12.9790 -3.1130 19.0230 1.1 1.5 0.5 0.248
H -15.8430 -2.4280 20.1510 0.0 -0.3 0.0 0.344
H -14.2180 -5.9140 20.8920 -0.5 0.1 -0.5 0.300
H -14.9950 -6.1460 18.3060 0.3 -0.2 1.7 0.404
H -18.1490 -0.7800 19.1600 -0.7 1.9 1.4 0.325
H -15.8280 -3.9170 19.7480 0.1 -0.9 0.5 0.327
H -16.4090 0.1050 19.5700 0.1 0.3 -0.5 0.324
H -14.3800 -0.4840 21.1810 0.0 1.5 0.6 0.274
H -16.5130 1.1080 20.7010 0.1 0.4 0.4 0.298
H -13.7690 -1.8110 21.0960 2.1 -1.6 0.8 0.236
H -15.5990 -5.2580 17.2560 -0.6 0.8 -0.1 0.273
H -17.5650 -2.0040 18.8020 0.2 -1.0 -0.5 0.382
H -15.1200 -0.8010 17.5620 -0.1 0.2 0.2 0.333
H -14.2110 -4.8880 19.7000 -0.7 -1.4 0.6 0.363
```
Forces are in eV/Å.

As for the LUMO energy: -0.719 eV. For the energy above the lowest of the compared OMol25 structures with the same formula, charge and spin, the calculation gives 56.1 kcal per mole. The spin multiplicity is 1. Its structure (SMILES) is O.O.O.O.O.O.O.O. The HOMO energy is -10.481 eV. The total energy is -16639.578 eV.

[2]
Density functional theory data (ωB97M-V with the def2-TZVPD basis set) for a structure of composition C13H15N3O4.

Geometry as XYZ:
```
35
Properties=species:S:1:pos:R:3:forces:R:3:mulliken_charge:R:1
O 0.3656 -1.0766 -3.4354 9.4 12.5 6.6 -0.470
O -4.3267 2.2313 4.6239 -1.1 1.9 -6.0 -0.548
O -0.6790 -0.2142 0.0723 -0.3 1.6 7.3 -0.281
O -5.6849 2.7295 2.7530 -1.7 1.5 -1.8 -0.400
N 2.9730 -0.7697 -1.3809 -6.9 5.4 0.0 0.276
N 4.3033 -1.8681 -0.5304 5.9 -5.2 4.9 -0.906
N -4.6203 2.4633 3.0801 2.9 -5.1 9.2 0.629
C -1.4877 0.4478 2.1974 -1.8 2.1 4.5 -0.284
C 0.4767 -0.8013 -1.7942 1.2 -2.7 -1.5 0.325
C -2.5827 1.2024 2.9226 8.5 -5.4 1.2 -0.589
C 1.7859 -0.1181 -1.4880 -3.3 7.8 -4.3 -1.313
C -3.6592 1.5238 2.3749 -5.0 5.7 -3.7 0.448
C 2.7425 -1.0485 1.0881 8.5 3.7 2.2 -1.311
C 3.2866 -1.1743 -0.2063 3.1 -3.4 -1.5 1.130
C -2.8676 0.8691 0.0987 -0.7 4.0 6.8 -0.338
C 4.6476 -1.8638 -1.8171 4.1 -1.6 0.2 -0.327
C 3.8244 -0.9960 -2.3098 -1.8 0.8 -10.6 -0.109
C -3.7487 1.6852 1.0085 -0.3 -4.9 -5.2 -0.765
C -1.6719 0.4636 0.9338 -0.9 -1.9 -10.7 0.306
C -0.6953 -0.0371 -1.1937 -3.2 -2.5 -8.5 -0.591
H -0.5686 -0.0216 2.5709 -0.7 0.6 0.4 0.416
H 3.3998 -1.6136 1.8209 -0.9 0.6 -1.0 0.309
H 5.5683 -2.3205 -2.3286 -1.7 0.5 1.4 0.314
H 1.8598 0.8664 -2.4705 -0.1 -3.1 2.4 0.285
H 1.5998 0.7150 -0.7230 0.4 -1.7 -0.2 0.380
H -4.7518 1.8606 0.5803 0.7 0.8 0.2 0.304
H -2.4360 1.1829 3.9183 0.2 0.6 3.2 0.529
H 2.8618 0.0550 1.3164 -0.2 -0.9 0.4 0.304
H -1.6195 -0.6223 -1.6549 1.2 0.3 0.6 0.372
H 0.5761 -1.8232 -1.2424 -0.6 1.3 -1.3 0.271
H -0.9577 0.8346 -1.8511 1.1 0.9 1.7 0.413
H -0.1271 -1.6947 -3.5812 -9.0 -11.3 -2.1 0.197
H 1.8409 -1.2388 1.1634 -8.8 -2.1 0.9 0.399
H -3.1015 0.9903 -0.9433 0.7 -0.6 -0.2 0.417
H 3.4741 -0.8184 -3.5727 1.2 -0.2 4.4 0.206
```
Forces are in eV/Å.

As for the LUMO energy: -1.776 eV. For the energy above the lowest of the compared OMol25 structures with the same formula, charge and spin, the calculation gives 369.4 kcal per mole. The spin multiplicity is 1. The HOMO energy is -8.830 eV. The total energy is -26368.295 eV.

[3]
Density functional theory data (ωB97M-V with the def2-TZVPD basis set) for a cluster of 2 separate species, C8H19FNO2 in total.

Geometry as XYZ:
```
31
Properties=species:S:1:pos:R:3:forces:R:3:mulliken_charge:R:1
F -2.5688 -3.8905 3.0414 0.0 0.1 0.1 -0.957
O -1.5959 -2.2272 0.0003 0.1 0.0 0.0 -0.425
O 1.3213 -0.6111 -1.5014 0.1 -0.1 -0.2 -0.333
N -0.4648 2.0694 -1.8195 0.1 0.0 -0.1 -0.512
C 1.4440 2.2209 -0.2283 0.1 0.0 0.0 -0.797
C 2.3995 -0.1444 -0.7278 -0.1 0.0 0.2 -0.785
C -2.1567 -0.4885 1.6568 0.0 -0.1 0.0 -1.067
C 0.6058 -1.7049 -0.9299 -0.1 0.1 0.1 -0.528
C -0.8957 -1.4076 -0.8996 0.0 0.0 0.0 0.089
C -0.0736 2.3239 -0.4345 0.0 0.0 0.1 0.179
C -1.4889 -1.8428 1.3804 0.0 0.2 0.1 -0.234
C 1.9942 0.8908 0.3169 0.0 0.0 0.0 -0.230
H 1.9469 2.4547 -1.1760 0.0 0.0 0.0 0.306
H 1.7376 3.0112 0.4678 0.0 0.0 0.0 0.383
H -0.4076 3.3105 -0.0809 0.0 0.0 0.0 0.403
H -1.0246 -0.3392 -0.6887 0.0 -0.1 0.0 -0.108
H -1.4427 2.2850 -1.9665 0.0 0.0 0.0 0.204
H 1.2683 0.4435 1.0049 0.0 0.0 0.0 0.120
H -0.5725 1.5821 0.1957 0.0 0.1 0.0 -0.438
H -2.9269 -0.2899 0.9054 0.0 -0.1 0.0 0.270
H 3.1348 0.2880 -1.4157 -0.1 0.0 0.0 0.406
H -0.4276 -1.8033 1.6668 0.0 0.0 0.0 0.057
H -1.9667 -2.6300 2.0071 0.0 -0.2 -0.3 0.611
H 2.8868 -0.9868 -0.2172 0.0 0.0 0.0 0.374
H 0.0756 2.6455 -2.4537 0.0 0.0 0.0 0.194
H 0.8119 -2.6057 -1.5180 0.0 0.0 0.0 0.216
H -1.4723 0.3669 1.6688 0.0 -0.1 0.0 0.174
H -2.6535 -0.5372 2.6280 0.1 0.0 0.0 0.397
H 2.8912 1.1003 0.9119 0.0 0.0 0.0 0.399
H -1.3281 -1.5951 -1.8866 0.0 0.1 0.0 0.292
H 0.9491 -1.8887 0.0921 0.0 0.0 0.0 0.338
```
Forces are in eV/Å.

As for the LUMO energy: 2.957 eV. For the energy above the lowest of the compared OMol25 structures with the same formula, charge and spin, the calculation gives 0.0 kcal per mole. The spin multiplicity is 1. The HOMO energy is -3.679 eV. The total charge is -1. The total energy is -16906.046 eV.

[4]
Density functional theory data (ωB97M-V with the def2-TZVPD basis set) for a structure of composition C19H46F3GaN8O21PS.

Geometry as XYZ:
```
100
Properties=species:S:1:pos:R:3:forces:R:3:mulliken_charge:R:1
Ga -3.1540 -2.7558 -0.1596 -0.3 -0.5 1.0 0.077
S -2.0573 -2.3878 -3.6508 0.1 0.0 0.0 -0.562
P -2.2576 -1.4596 -1.9338 -0.5 -0.6 -0.8 0.458
F -4.6890 -1.5979 3.0702 -0.1 0.0 0.1 -0.245
F -5.5142 -3.5591 3.4120 0.0 0.1 -0.1 -0.360
F -6.8356 -1.8556 3.2434 0.2 0.1 0.1 -0.354
O -1.4567 -3.3879 6.3477 0.1 0.1 0.0 -0.544
O 5.7192 6.3573 2.3605 0.1 0.1 0.0 -0.574
O 6.3515 -2.3777 -6.8870 0.0 0.0 0.0 -0.513
O 5.1489 4.5566 3.3887 -0.1 0.0 0.3 -0.541
O -2.0564 -5.4257 6.0067 0.0 -0.2 0.0 -0.552
O -4.2551 1.5664 0.3261 0.1 -0.2 0.0 -0.438
O 4.1692 -0.5881 0.0940 -0.7 -0.6 0.0 -0.363
O 3.3238 -2.1367 -2.5597 -0.2 0.0 -0.3 -0.589
O -0.8633 -0.7382 -1.5702 0.3 0.4 0.6 -0.218
O -5.8022 -4.0042 0.8914 -0.7 -0.4 0.2 -0.584
O 4.9326 5.6053 -1.7549 0.1 0.1 0.0 -0.532
O -6.9553 3.2381 -0.6300 0.0 0.3 0.1 -0.496
O 4.8502 -1.6278 1.9646 -0.2 0.0 -0.5 -0.618
O 3.2463 4.5433 -2.5667 -0.1 -0.1 0.0 -0.471
O 2.3380 2.7764 2.2248 0.1 0.1 -0.2 -0.447
O -3.2756 -0.2019 -2.1839 0.1 0.2 -0.1 -0.545
O -8.6099 3.2020 -2.0060 -0.1 0.1 0.0 -0.552
O -2.5247 2.5266 1.1832 0.1 0.0 0.1 -0.516
O 3.0561 -0.1798 -3.4151 -0.1 0.1 0.0 -0.555
O 4.2146 -2.1231 -7.0060 -0.1 0.0 -0.1 -0.497
O 1.3665 4.3163 3.3726 -0.1 0.1 0.0 -0.568
N -3.5600 2.5360 0.5635 -0.1 0.2 -0.1 0.865
N 3.9058 5.5397 -2.4031 0.0 0.1 0.0 0.853
N 5.2830 -2.4626 -7.4588 0.1 -0.1 -0.2 0.849
N 5.4431 5.1777 2.3908 -0.1 -0.2 -0.2 0.933
N -7.7445 2.6662 -1.3497 0.0 -0.4 0.0 0.839
N 1.9664 3.2690 3.2663 0.1 0.0 0.1 0.911
N 3.6384 -1.2354 -3.3092 0.0 0.1 0.1 0.984
N -2.2797 -4.2371 6.0846 -0.1 0.1 0.0 0.937
C -0.5558 -2.2743 1.3881 -0.5 -0.2 0.4 -0.723
C -5.8668 -2.6407 1.2210 0.8 0.4 -0.6 -0.367
C -5.7043 -2.3990 2.7262 -0.4 -0.3 0.2 0.873
C 1.8466 -0.7107 0.9941 -0.1 -0.1 -0.2 0.041
C -3.6827 -3.8001 5.8427 0.1 0.1 0.1 -0.651
C -4.9029 -1.7873 0.4113 0.6 -0.2 -0.3 -0.921
C 3.0455 0.1528 0.6517 0.1 0.1 0.4 -0.788
C 4.8343 -1.4608 -4.1590 0.2 0.2 0.3 -0.776
C -0.6664 -0.7642 1.5590 0.6 -0.2 0.0 -0.327
C 4.1266 -3.0105 0.1837 0.5 -0.1 -0.8 -0.886
C -4.0624 3.8293 0.0313 0.2 0.3 0.1 -0.823
C 2.2722 2.5352 4.5233 0.1 -0.2 0.0 -0.817
C -1.9150 -2.9893 1.4453 0.3 0.5 -0.4 -1.063
C 5.3005 -3.0344 -8.8329 -0.1 0.0 -0.1 -0.725
C 4.4170 -1.7106 0.8377 0.6 0.5 1.0 0.887
C 5.4628 4.4395 1.0968 0.0 -0.2 0.1 -0.533
C -7.6135 1.1828 -1.4206 -0.1 -0.1 -0.1 -0.640
C 0.5487 0.0731 1.0958 -0.2 0.0 0.3 -0.434
C 3.4133 6.7870 -3.0497 0.1 0.2 0.0 -0.733
H -5.0761 -4.4300 1.3496 0.4 0.0 -0.1 0.359
H 2.8816 3.1905 5.1373 0.0 0.1 0.0 0.310
H -0.1982 -0.9210 -2.2386 0.1 0.0 -0.3 0.188
H -3.7294 -2.7235 5.9481 0.1 0.0 0.0 0.291
H 2.8052 1.6275 4.2678 0.0 0.0 -0.1 0.269
H -5.0401 3.9942 0.4654 -0.1 0.0 -0.1 0.319
H -1.7147 -4.0484 1.5606 -0.1 -0.4 -0.1 0.523
H 5.7070 -4.0380 -8.7613 0.1 0.0 0.0 0.274
H 1.3261 2.3132 5.0070 0.0 0.1 0.0 0.329
H 5.9399 -2.4008 -9.4391 0.1 0.0 0.0 0.278
H -4.6480 -0.8685 0.9212 0.0 0.3 0.2 0.549
H 5.6753 -1.6315 -3.4921 0.0 -0.1 0.0 0.324
H -0.7715 -0.5943 2.6241 -0.3 0.1 0.4 0.634
H -3.9534 -4.1046 4.8421 0.0 -0.1 0.0 0.197
H -4.3033 -4.2968 6.5820 0.0 -0.1 0.0 0.341
H -2.4189 -2.6820 2.3589 -0.2 0.1 0.3 0.296
H -6.8797 -2.3581 0.9815 -0.5 0.1 0.1 0.373
H -8.3716 0.8053 -2.0949 0.0 0.0 0.0 0.345
H 4.1145 -2.9285 -0.8979 0.0 0.0 0.2 0.187
H 4.7455 4.9106 0.4393 0.0 0.1 -0.1 0.207
H 3.1570 -3.3626 0.4959 -0.4 -0.1 0.2 0.234
H 4.9907 -0.5848 -4.7722 0.0 0.0 -0.1 0.311
H 2.4234 6.9873 -2.6530 -0.1 -0.1 0.0 0.297
H 6.4661 4.5209 0.6923 0.0 0.1 -0.1 0.298
H -3.5659 0.1223 -1.3268 -0.2 0.2 0.3 0.224
H -3.4950 -4.2119 -0.7103 0.1 0.1 -0.2 -0.336
H 4.8853 -3.7182 0.4769 0.1 -0.3 0.3 0.376
H -6.6139 0.9602 -1.7829 0.1 0.0 0.1 0.227
H 5.1967 3.4066 1.2868 0.0 0.0 0.1 0.204
H -1.5878 -0.4236 1.1076 -0.2 0.3 -0.3 -0.212
H 0.3342 0.5736 0.1661 -0.1 0.1 -0.5 0.358
H 3.3707 6.6025 -4.1181 -0.1 -0.1 0.0 0.284
H 0.0294 -2.6418 2.2278 0.5 -0.2 0.1 0.493
H 4.6345 -2.3296 -4.7607 0.0 -0.2 0.0 0.241
H 2.7762 0.8840 -0.0920 0.0 0.2 -0.4 0.487
H 3.3889 0.6650 1.5387 0.2 0.2 0.2 0.246
H 4.2853 -3.0462 -9.2092 0.0 0.0 0.0 0.325
H 1.9805 -1.2368 1.9333 0.3 -0.2 0.2 0.395
H 0.7032 0.8632 1.8226 0.0 0.3 0.2 -0.201
H -7.7482 0.7967 -0.4153 0.1 0.0 0.0 0.279
H -4.1340 3.7226 -1.0459 -0.1 0.0 0.0 0.279
H 1.7594 -1.4669 0.2277 -0.1 -0.2 -0.4 0.203
H 4.1014 7.5894 -2.8150 0.0 0.0 0.0 0.304
H -5.3861 -1.5035 -0.5153 -0.3 0.0 -0.3 0.475
H -0.0315 -2.5543 0.4856 0.1 0.0 -0.4 0.237
H -3.3709 4.6180 0.3017 0.1 -0.1 0.1 0.311
```
Forces are in eV/Å.

As for the LUMO energy: 1.148 eV. The spin multiplicity is 1. The HOMO energy is -4.732 eV. The total charge is -1. The total energy is -156001.366 eV.

[5]
Density functional theory data (ωB97M-V with the def2-TZVPD basis set) for a structure of composition CI6P.

Geometry as XYZ:
```
8
Properties=species:S:1:pos:R:3:forces:R:3:mulliken_charge:R:1
I 1.2560 -2.2290 1.4205 -0.3 0.8 0.2 0.462
I -0.3257 -1.6200 -2.9892 0.0 0.3 0.1 0.088
I 1.6490 1.3132 1.5468 -0.4 -0.7 0.3 0.497
I -1.2486 -0.2024 2.9673 0.8 -0.1 -0.6 0.449
I -2.6012 1.0354 -1.3236 0.2 -0.1 -0.1 0.092
I 1.0588 1.9244 -2.2667 -0.2 -0.2 0.0 0.080
P -0.3306 0.1464 -1.3124 -0.1 -0.1 0.0 -0.207
C 0.5424 -0.3680 1.9574 0.0 0.0 0.0 -0.462
```
Forces are in eV/Å.

As for the LUMO energy: -6.792 eV. For the energy above the lowest of the compared OMol25 structures with the same formula, charge and spin, the calculation gives 0.0 kcal per mole. The spin multiplicity is 1. The HOMO energy is -12.059 eV. The total charge is +1. The total energy is -58921.706 eV.

[6]
Density functional theory data (ωB97M-V with the def2-TZVPD basis set) for a cluster of 2 separate species, C10H21N2 in total.

Geometry as XYZ:
```
33
Properties=species:S:1:pos:R:3:forces:R:3:mulliken_charge:R:1
N 0.1581 -1.7964 0.9940 -1.1 0.7 0.3 -0.129
N -1.5748 -3.6293 -0.1324 1.5 0.2 -2.6 -0.879
C 1.2145 2.2640 0.4243 -0.3 -4.2 -0.2 -1.498
C 1.7005 -0.1276 0.3498 -0.8 -0.6 -0.5 -1.276
C -0.1153 1.9173 -0.1533 -1.8 2.4 3.0 -0.760
C -3.0556 -0.2422 0.2319 -2.7 -0.9 -0.3 -1.037
C 2.1375 1.1846 -0.1548 1.3 0.8 -0.3 0.602
C -1.9659 0.2495 -0.2480 3.2 0.8 -0.7 0.742
C 3.5821 1.5618 0.2041 0.8 -0.7 -2.2 -1.542
C -0.7051 0.7061 0.5950 -0.2 -1.5 -2.3 -0.068
C 0.4184 -0.3592 0.5745 0.0 -0.6 0.6 0.419
C -1.6891 0.3500 -1.7394 -2.6 -2.2 0.2 -1.717
H -0.6327 -1.7939 1.6572 0.8 0.1 0.6 0.438
H -0.3733 -2.4160 0.2995 0.6 -0.2 -0.4 0.563
H -0.7050 0.0471 -1.8737 1.9 -0.6 -0.5 0.527
H 1.9811 1.1489 -1.2789 0.6 0.2 1.1 0.260
H 1.0195 -2.2640 1.3797 -1.3 0.6 -0.4 0.384
H 1.5938 3.1498 0.1381 1.0 3.3 -0.7 0.607
H 3.7491 1.6039 1.2791 0.1 0.1 -0.1 0.354
H -2.3166 -0.3834 -2.3590 0.6 1.3 1.0 0.379
H -2.2219 -3.0959 -0.7143 0.1 -0.4 0.1 0.249
H 0.0275 1.6370 -1.1417 0.0 0.1 -1.8 0.428
H -2.0100 -3.8789 0.6946 -1.3 -0.7 1.8 0.258
H 3.7671 2.5316 -0.3018 0.1 -0.3 0.7 0.417
H 2.3362 -1.0004 0.4204 0.7 0.2 -0.1 0.292
H -0.8999 0.9474 1.6138 -0.6 0.2 0.8 0.667
H -3.9478 -0.4065 -0.4172 0.9 -0.1 0.5 0.312
H -1.2810 -4.4966 -0.6259 -0.4 1.0 0.4 0.255
H -3.1803 -0.5234 1.2420 -0.2 0.2 1.2 0.358
H -1.7784 1.3263 -2.1019 -0.3 1.4 -0.7 0.372
H 1.2329 2.0802 1.4837 0.0 0.6 0.7 0.362
H 4.3285 0.8678 -0.3107 -0.9 0.6 1.0 0.375
H -0.7942 2.8404 -0.0285 0.5 -1.6 -0.5 0.286
```
Forces are in eV/Å.

As for the LUMO energy: -2.944 eV. For the energy above the lowest of the compared OMol25 structures with the same formula, charge and spin, the calculation gives 16.2 kcal per mole. The spin multiplicity is 1. The HOMO energy is -13.118 eV. The total charge is +1. The total energy is -13683.039 eV.

Q: The highest HOMO belongs to which entry?
A: C8H19FNO2

What did the third record say?
Density functional theory data (ωB97M-V with the def2-TZVPD basis set) for a cluster of 2 separate species, C8H19FNO2 in total.

Geometry as XYZ:
```
31
Properties=species:S:1:pos:R:3:forces:R:3:mulliken_charge:R:1
F -2.5688 -3.8905 3.0414 0.0 0.1 0.1 -0.957
O -1.5959 -2.2272 0.0003 0.1 0.0 0.0 -0.425
O 1.3213 -0.6111 -1.5014 0.1 -0.1 -0.2 -0.333
N -0.4648 2.0694 -1.8195 0.1 0.0 -0.1 -0.512
C 1.4440 2.2209 -0.2283 0.1 0.0 0.0 -0.797
C 2.3995 -0.1444 -0.7278 -0.1 0.0 0.2 -0.785
C -2.1567 -0.4885 1.6568 0.0 -0.1 0.0 -1.067
C 0.6058 -1.7049 -0.9299 -0.1 0.1 0.1 -0.528
C -0.8957 -1.4076 -0.8996 0.0 0.0 0.0 0.089
C -0.0736 2.3239 -0.4345 0.0 0.0 0.1 0.179
C -1.4889 -1.8428 1.3804 0.0 0.2 0.1 -0.234
C 1.9942 0.8908 0.3169 0.0 0.0 0.0 -0.230
H 1.9469 2.4547 -1.1760 0.0 0.0 0.0 0.306
H 1.7376 3.0112 0.4678 0.0 0.0 0.0 0.383
H -0.4076 3.3105 -0.0809 0.0 0.0 0.0 0.403
H -1.0246 -0.3392 -0.6887 0.0 -0.1 0.0 -0.108
H -1.4427 2.2850 -1.9665 0.0 0.0 0.0 0.204
H 1.2683 0.4435 1.0049 0.0 0.0 0.0 0.120
H -0.5725 1.5821 0.1957 0.0 0.1 0.0 -0.438
H -2.9269 -0.2899 0.9054 0.0 -0.1 0.0 0.270
H 3.1348 0.2880 -1.4157 -0.1 0.0 0.0 0.406
H -0.4276 -1.8033 1.6668 0.0 0.0 0.0 0.057
H -1.9667 -2.6300 2.0071 0.0 -0.2 -0.3 0.611
H 2.8868 -0.9868 -0.2172 0.0 0.0 0.0 0.374
H 0.0756 2.6455 -2.4537 0.0 0.0 0.0 0.194
H 0.8119 -2.6057 -1.5180 0.0 0.0 0.0 0.216
H -1.4723 0.3669 1.6688 0.0 -0.1 0.0 0.174
H -2.6535 -0.5372 2.6280 0.1 0.0 0.0 0.397
H 2.8912 1.1003 0.9119 0.0 0.0 0.0 0.399
H -1.3281 -1.5951 -1.8866 0.0 0.1 0.0 0.292
H 0.9491 -1.8887 0.0921 0.0 0.0 0.0 0.338
```
Forces are in eV/Å.

As for the LUMO energy: 2.957 eV. For the energy above the lowest of the compared OMol25 structures with the same formula, charge and spin, the calculation gives 0.0 kcal per mole. The spin multiplicity is 1. The HOMO energy is -3.679 eV. The total charge is -1. The total energy is -16906.046 eV.

Q: What is the formula in the fourth record?
A: C19H46F3GaN8O21PS